(1)
The following is a quantum chemistry calculation of 4 unconnected molecules or ions with the total composition C48H35INO8, from the OMol25 dataset.

Geometry as XYZ:
```
93
Properties=species:S:1:pos:R:3:forces:R:3
I -3.257271 6.576171 -2.539088 0.03 0.03 0.00
O -1.951350 1.611529 1.546128 -0.18 0.27 0.05
O 0.584995 -2.425759 -0.912829 -0.01 0.00 0.01
O -5.799867 4.321742 2.664066 0.12 0.20 -0.03
O 3.212677 -9.943388 4.970514 0.00 0.00 0.00
O -0.996599 1.987749 -6.124801 -0.01 -0.03 0.06
O 3.431770 -4.827097 3.379953 -0.06 0.10 0.00
O -3.621440 8.383972 -0.241822 -0.17 -0.11 -0.08
O 3.763418 4.072001 -4.796599 0.01 0.00 0.02
N -3.675450 5.433196 1.095179 -0.13 -0.10 0.14
C 3.292496 -8.793544 4.598668 0.00 -0.02 0.01
C -6.136626 5.246792 1.654088 -0.12 0.13 -0.01
C -0.005391 -1.534275 -0.345498 0.04 -0.03 -0.01
C -1.002185 -0.691397 -1.070996 0.00 0.00 0.02
C 1.883469 -7.666342 0.730879 0.00 0.00 0.01
C -0.866136 4.743139 -5.699375 -0.06 0.07 0.04
C -3.472514 4.636874 2.353764 -0.05 -0.05 0.25
C 4.928830 -7.135555 7.547780 -0.01 0.00 -0.01
C 2.311346 -9.355113 2.389578 -0.04 -0.01 -0.06
C 1.120815 -2.028223 1.806871 0.03 -0.02 0.03
C -0.744790 6.100277 -5.454366 -0.05 0.00 0.05
C 1.153593 0.212976 -5.824298 0.04 -0.06 0.00
C -4.139479 7.471954 -0.795001 0.15 0.07 0.08
C 2.258406 -0.609012 -5.680682 -0.01 0.01 0.01
C 2.856482 -7.049540 2.839018 0.03 -0.01 0.02
C 4.515398 -5.448562 5.884570 0.03 0.02 0.06
C 3.496764 -0.064549 -5.359171 0.00 0.01 0.00
C 3.875915 -7.736881 5.475039 0.00 0.01 -0.03
C 2.523073 2.130076 -5.308908 -0.04 0.01 0.02
C 0.482425 6.639314 -5.079933 0.00 -0.03 0.01
C -4.603378 3.626345 2.375089 0.10 -0.03 -0.17
C 1.850503 -8.996852 1.134132 0.01 0.01 0.01
C -1.258987 -0.958649 -2.409522 -0.04 0.03 -0.07
C -1.399547 0.669612 1.001361 0.08 -0.05 -0.03
C 1.280374 1.584847 -5.640768 0.00 0.03 -0.01
C 2.384986 -6.695194 1.580261 -0.02 -0.02 -0.05
C -0.426713 -0.179829 1.732594 -0.05 0.00 -0.02
C 0.716458 -0.712270 3.779120 -0.01 0.01 -0.03
C 1.591672 5.819526 -4.964065 -0.03 0.07 0.01
C 1.475602 4.455984 -5.209081 -0.02 -0.03 -0.01
C 2.688455 3.593264 -5.081413 0.02 0.01 -0.01
C -5.339173 6.714754 -0.245420 0.07 -0.14 0.11
C -1.677937 0.344112 -0.424689 0.02 0.01 0.03
C 0.228646 -1.237967 1.095563 -0.01 0.01 -0.02
C -0.174422 0.080256 3.075074 0.03 -0.02 0.04
C -2.873467 0.821671 -2.457696 -0.01 0.03 0.02
C 0.080816 2.450075 -5.811305 -0.02 -0.02 0.00
C -4.994965 6.173714 1.153218 -0.37 0.13 -0.14
C 4.364545 -8.095582 6.725075 0.03 0.02 0.06
C 5.007877 -5.812800 7.125978 -0.01 0.00 -0.01
C 0.242349 3.914329 -5.570179 0.02 -0.02 0.01
C -2.615721 1.093945 -1.125778 -0.01 0.01 -0.08
C 1.361846 -1.767881 3.145661 0.04 -0.05 0.05
C 3.412557 -5.990907 3.727836 -0.01 -0.01 -0.01
C 3.629838 1.301124 -5.173542 0.02 -0.07 0.00
C 3.945482 -6.407225 5.055097 -0.01 -0.02 -0.02
C 2.813753 -8.384042 3.246704 0.00 0.03 0.02
C -2.190661 -0.203890 -3.101830 0.03 -0.01 0.00
H 2.555749 6.221050 -4.683657 0.02 -0.04 -0.01
H -3.696609 4.784420 0.300846 0.19 0.06 -0.01
H -3.605284 1.405386 -3.000810 0.01 0.00 -0.01
H -2.387488 -0.410883 -4.144435 0.00 0.01 -0.04
H 0.572021 7.699455 -4.882316 0.00 0.01 -0.03
H 2.288691 -10.384502 2.719624 0.01 0.01 0.04
H -4.849238 7.014941 1.835270 0.17 -0.21 0.03
H -3.613282 5.339816 3.181801 0.19 -0.17 -0.08
H 4.298904 -9.128873 7.036623 -0.01 -0.01 -0.04
H 5.456304 -5.066367 7.768229 0.00 0.00 0.01
H 4.569785 -4.424091 5.543179 -0.02 -0.01 -0.04
H -0.720866 -1.761359 -2.894107 0.02 -0.02 0.03
H -1.813088 4.308919 -5.991306 0.02 -0.04 -0.02
H 2.054769 -2.395657 3.691372 0.01 -0.01 -0.01
H -2.899713 6.082296 0.941383 -0.09 0.04 -0.06
H -4.430374 2.849991 3.122643 -0.16 0.22 -0.04
H -6.589607 4.730799 0.793832 0.18 -0.06 0.07
H 0.186732 -0.194940 -6.083989 -0.03 0.03 -0.02
H -6.898980 5.902981 2.087437 0.07 -0.14 -0.18
H 4.359644 -0.708560 -5.254419 0.00 0.00 0.00
H 4.586091 1.739146 -4.922970 -0.02 0.04 0.01
H 5.311707 -7.417242 8.519695 0.00 0.00 0.00
H -0.683983 0.902676 3.557264 -0.02 0.00 -0.02
H 2.422168 -5.657956 1.277403 0.02 0.01 0.03
H -6.183757 7.407605 -0.163523 0.10 -0.09 -0.01
H 2.157787 -1.676961 -5.822275 0.01 0.00 -0.01
H 1.621503 -2.844644 1.305335 0.00 0.01 -0.02
H -1.609746 6.744849 -5.555861 0.02 0.02 -0.05
H 0.909025 -0.510009 4.824311 0.00 0.00 0.00
H 1.519797 -7.388477 -0.249592 0.00 0.00 0.00
H 1.464586 -9.755279 0.465936 -0.01 0.00 0.00
H -5.605467 5.896358 -0.919271 -0.05 0.15 0.10
H -3.138458 1.889467 -0.611739 0.01 -0.01 0.04
H -2.469495 4.208824 2.381191 -0.16 -0.06 -0.25
H -4.683390 3.137824 1.386693 0.10 -0.11 0.22
```
Positions in Å, forces in eV/Å.

* energy relative to the best compared isomer or geometry (same formula, charge and spin): 0.00 kcal/mol
* frontier orbital gap: 0.2885 Ha
* E_HOMO: -11.0 eV
* total charge: +1

***

(2)
The following is a quantum chemistry calculation of a single C3H4OS molecule, from the OMol25 dataset.

Geometry as XYZ:
```
9
Properties=species:S:1:pos:R:3:forces:R:3
S 1.418831 -0.228236 -1.579044 -0.36 -0.08 0.45
O -0.651398 0.072371 -0.044888 -2.05 0.57 -0.13
C -1.725970 0.687072 2.069334 0.48 0.86 -2.13
C 0.619205 -0.120837 -0.174654 2.89 0.39 -0.27
C -1.139201 -0.187105 1.204275 -2.00 -1.26 3.40
H -1.725807 1.809953 1.751608 -0.22 -2.16 0.84
H 1.121656 -0.059201 0.806221 0.18 -0.40 -0.41
H -1.110858 -1.297750 1.498655 0.02 1.69 -0.68
H -2.299296 0.345019 2.973607 1.06 0.39 -1.07
```
Positions in Å, forces in eV/Å.

* SMILES: C=COC=S
* energy relative to the best compared isomer or geometry (same formula, charge and spin): 40.41 kcal/mol
* frontier orbital gap: 0.3359 Ha
* E_HOMO: -9.0 eV

***

(3)
The following is a quantum chemistry calculation of a molecular structure, C38H38CrF2N9O3S4, from the OMol25 dataset.

Geometry as XYZ:
```
95
Properties=species:S:1:pos:R:3:forces:R:3
Cr -0.197786 -0.068215 0.154076 -0.89 -0.25 1.16
S -0.247889 4.561381 -1.614748 -0.08 -0.09 -0.17
S -1.338380 -2.233875 -0.081696 -0.26 0.19 -0.35
S -2.259183 -1.311614 -3.404488 0.06 -0.10 0.06
S -3.216219 3.064615 -1.645372 0.16 0.04 0.06
F 3.051758 -3.090086 3.257557 0.01 -0.05 0.06
F 4.841631 -1.479476 -0.746028 0.05 -0.01 0.00
O -1.471844 5.342693 -1.681246 0.03 0.00 0.04
O -1.002203 -0.136575 1.765325 0.19 0.39 0.13
O 0.831211 5.106062 -0.818895 0.00 0.11 0.13
N 1.194753 4.730144 4.569458 -0.20 0.17 -0.35
N 0.958828 0.073794 -1.565650 0.30 0.15 -0.44
N -1.721320 1.133066 -0.835277 0.23 0.40 -0.10
N 0.762653 1.876804 1.161730 0.26 -0.50 0.07
N -0.464291 3.063897 -1.239976 -0.21 -0.42 0.23
N 1.195429 3.631735 2.415686 -0.09 -0.20 0.09
N 1.977126 5.630703 5.185171 0.17 0.13 -0.15
N 1.883948 5.502990 6.451114 -0.15 -0.20 0.33
N 1.867233 4.176893 -7.179656 -0.07 0.12 0.05
C 1.694528 4.820039 -3.538384 -0.02 -0.09 -0.04
C 0.523989 3.954746 7.917789 0.03 -0.03 0.11
C 3.973687 -2.280130 1.261707 0.05 0.00 0.07
C 1.667018 -1.793838 1.852277 -0.06 0.08 0.04
C -0.824114 2.414059 6.602654 -0.01 -0.01 0.26
C 2.276872 -0.190118 -1.428612 0.19 -0.08 0.19
C 1.380991 4.245873 -5.860961 0.03 0.01 -0.01
C 2.578998 -0.932193 -0.197765 -0.08 -0.02 -0.17
C 0.222795 2.889588 1.786687 0.16 0.30 -0.14
C -0.433740 3.999642 -4.291517 -0.02 -0.01 0.02
C -1.871166 -4.006236 -3.872586 0.00 0.07 0.00
C -1.885302 -0.269095 2.818370 -0.11 -0.33 -0.19
C -1.808314 -2.905547 -2.808090 -0.01 0.04 -0.02
C -3.947115 1.529120 -1.312000 -0.01 0.15 0.03
C 3.200334 0.222391 -2.380011 0.06 -0.03 -0.11
C -1.455019 -3.244704 -1.547691 0.26 -0.12 0.00
C -3.013592 0.647544 -0.923895 0.05 -0.21 0.03
C 0.383616 4.465420 -3.267744 0.11 0.17 -0.15
C 3.779749 -1.554609 0.108725 0.04 -0.01 -0.01
C 1.486997 -1.047804 0.682420 0.06 0.06 -0.11
C 0.526791 3.988979 5.494459 -0.02 -0.25 -0.16
C -3.320405 -0.079320 2.338016 -0.08 -0.03 0.01
C 2.411720 3.013019 2.179709 -0.20 0.05 0.05
C -1.635534 2.407145 -1.211399 -0.14 -0.03 -0.02
C 2.191586 4.712628 -4.830444 0.00 -0.02 0.00
C 1.011523 4.856185 3.123439 0.11 -0.09 -0.04
C 1.399601 1.038954 -3.707833 -0.16 -0.03 -0.01
C 0.984813 4.482605 6.708542 0.17 0.28 0.04
C 2.753506 0.876022 -3.518671 0.10 -0.04 0.04
C 2.883554 -2.372008 2.113596 0.00 0.01 -0.07
C -0.379226 2.922826 5.411996 0.08 0.05 -0.15
C -1.213772 3.281112 1.781878 0.01 -0.07 0.01
C 0.535645 0.613364 -2.709399 -0.16 0.01 -0.11
C -0.384858 2.929004 7.848305 -0.07 -0.09 -0.08
C -1.751069 -1.626780 3.502893 0.06 -0.07 0.03
C 0.062114 3.889048 -5.577514 -0.04 0.03 -0.03
C 2.118502 1.929074 1.425809 -0.02 0.08 -0.34
C -1.127408 -4.682364 -1.184497 0.05 0.03 0.02
H -3.555693 -0.881029 1.632665 0.00 0.05 0.03
H -1.801616 2.416126 1.487600 0.00 -0.05 -0.03
H 0.023646 5.243973 2.893292 -0.09 0.02 0.08
H 4.918043 -2.757943 1.479982 -0.03 0.00 -0.01
H -0.572010 3.510651 -6.372512 0.00 0.01 0.02
H -1.555667 3.616506 2.762424 0.01 -0.03 0.04
H -0.689939 2.496465 4.469897 -0.01 -0.01 -0.06
H -2.161324 -3.560067 -4.821490 0.00 0.00 0.02
H -0.074655 -4.770699 -0.884906 -0.07 -0.01 -0.01
H -4.020596 -0.119084 3.181039 0.04 0.00 -0.04
H -0.765991 2.491937 8.762368 -0.01 -0.03 -0.02
H -3.163647 -0.398028 -0.695567 0.05 0.05 -0.02
H -0.536317 0.649389 -2.836638 -0.03 0.08 0.02
H -1.399446 4.082442 1.063569 0.03 0.00 0.00
H 2.868004 4.084744 -7.242179 0.03 -0.06 0.01
H -1.518285 1.583573 6.583182 0.00 0.01 0.04
H -2.460694 -1.699385 4.335836 0.03 -0.03 -0.06
H -0.905604 -4.509270 -4.013577 -0.04 0.03 0.03
H 2.795165 1.195735 1.020108 -0.05 0.02 0.08
H -1.944821 -2.417542 2.774727 0.00 0.02 0.03
H 3.220428 4.985116 -5.043027 0.00 0.00 0.01
H -2.610436 -4.776940 -3.618536 0.03 0.03 -0.03
H -5.004200 1.367825 -1.452527 0.09 -0.05 -0.02
H 3.462283 1.234255 -4.257765 0.00 -0.03 0.02
H 1.395897 3.496484 -7.753443 0.01 -0.07 0.00
H 0.993143 1.499768 -4.598178 0.02 -0.05 0.05
H 0.885656 4.337400 8.863554 -0.02 0.01 -0.02
H -0.743190 -1.763559 3.899553 -0.02 0.02 0.02
H 1.751623 5.588885 2.817890 0.04 0.08 -0.06
H -1.659080 0.495237 3.581725 0.02 0.23 0.05
H 2.320452 5.155172 -2.720906 -0.02 0.02 -0.05
H -1.453990 3.699978 -4.073744 0.05 0.03 0.00
H -1.310945 -5.382220 -2.000513 0.01 -0.02 0.04
H -1.721238 -5.004409 -0.318702 0.05 0.04 -0.06
H 4.247378 0.016118 -2.229262 -0.01 0.05 0.00
H 3.336889 3.403274 2.569321 -0.04 -0.01 0.00
H 0.846908 -1.935636 2.540952 0.02 0.00 0.00
H -3.448524 0.871802 1.818573 0.02 0.00 0.03
```
Positions in Å, forces in eV/Å.

* frontier orbital gap (alpha / beta): 0.1450 / 0.1445 Ha
* multiplicity: 2
* E_HOMO (alpha / beta): -0.1 / -0.1 eV
* total charge: -2